(1)
18
Properties=species:S:1:pos:R:3:forces:R:3:lowdin_spin:R:1 method="wB97M-V/def2-TZVPD" e_homo_ev="-8.2 / -9.6" total_charge=0 e_tot_ha=-1147.7005 homo_lumo_gap_ev="7.60 / 7.52" spin_multiplicity=3
C -0.45917 -0.44096 -1.47209 1.09 -0.08 1.40 -0.005
C -0.31685 1.91767 0.66207 1.48 0.30 2.30 0.033
C 1.89200 -0.05469 0.67006 0.48 -0.44 -0.52 0.013
N 0.25143 -4.22572 -1.14620 0.91 -1.36 -1.83 0.702
Si 0.01255 0.07947 0.29722 1.24 0.80 -0.23 0.084
P -0.58069 -3.49242 -0.13809 0.03 0.93 2.24 0.250
P -1.03608 -1.07638 1.86629 0.53 0.37 1.35 0.755
H -0.53333 -1.50972 -1.50378 -0.03 -0.49 -0.22 -0.003
H -1.37724 -0.04282 -1.77731 -1.48 0.71 -0.40 0.000
H 0.29228 -0.16812 -2.18238 0.57 0.30 -0.46 0.000
H -1.07398 2.33076 0.05826 -0.85 0.62 -0.98 0.001
H -0.71554 2.07391 1.75916 1.09 -0.31 -1.97 0.005
H 0.68709 2.49215 0.51189 -1.90 -0.83 0.35 0.003
H 2.44669 -0.95204 0.34302 -0.54 0.19 -0.43 0.000
H 2.46769 0.81501 0.29485 -0.44 -0.34 0.08 0.001
H 2.09014 -0.12166 1.73140 -0.32 0.40 0.58 0.001
H -1.95188 -3.78770 -0.29363 -0.68 -0.35 -0.46 0.108
H -1.93832 -1.57025 0.97872 -1.19 -0.42 -0.80 0.053

(2)
16
Properties=species:S:1:pos:R:3:forces:R:3:lowdin_spin:R:1 method="wB97M-V/def2-TZVPD" e_homo_ev="1.1 / -5.1" total_charge=-1 e_tot_ha=-573.7197 homo_lumo_gap_ev="2.59 / 8.66" spin_multiplicity=2
C 1.55430 1.52723 -1.28026 0.01 1.19 1.05 0.252
S 2.01119 -0.19951 -1.53268 -0.23 -0.34 0.68 0.169
H 0.83435 1.72487 -0.43703 0.95 -0.49 -0.07 0.064
H 0.99869 1.90424 -2.08215 -1.10 -0.03 -1.71 0.026
H 2.37095 2.28389 -1.29992 0.03 -0.96 0.74 0.032
C -1.08460 -1.21946 0.62888 -3.30 -0.92 0.88 0.112
N -2.12060 -0.83435 1.70316 1.81 1.34 1.40 0.011
C -2.35149 0.68609 1.84301 -0.26 -2.81 0.96 0.117
H -1.45557 -2.31967 0.42107 1.39 2.12 -0.39 0.011
H -0.13018 -1.13188 1.06279 1.49 -0.43 0.42 0.044
H -1.06097 -0.48018 -0.19514 -0.55 -0.81 0.10 0.019
H 1.43309 -0.72340 -0.35491 0.53 0.68 -0.72 0.050
H -1.63931 -1.00187 2.64437 -0.74 -0.33 -1.78 0.018
H -3.02191 0.86463 1.03003 -0.14 1.04 -0.60 0.013
H -2.97210 0.69228 2.79377 0.85 0.73 -0.90 0.012
H -1.40111 1.25655 1.86811 -0.75 0.01 -0.05 0.050

(3)
16
Properties=species:S:1:pos:R:3:forces:R:3:mulliken_charge:R:1 method="wB97M-V/def2-TZVPD" e_homo_ev=-8.5 total_charge=0 smiles=CNC.CS e_tot_ha=-573.7932 homo_lumo_gap_ev=9.34
C -2.98205 -0.06606 0.65992 0.04 -0.42 -0.58 -0.661
S -2.97275 -0.97280 -0.92876 0.20 0.06 0.15 -0.194
H -3.55775 -0.61807 1.39574 -0.49 0.46 -0.05 0.310
H -3.29403 0.93646 0.38738 -0.54 -0.02 0.47 0.256
H -2.00398 0.03238 1.07784 0.83 0.00 0.02 0.177
C 2.19263 0.09027 0.92003 0.59 0.88 0.65 -0.760
N 1.19991 -0.18624 -0.07920 -0.46 -0.51 0.37 -0.237
C 1.34199 0.39622 -1.39162 0.31 -0.49 -0.50 -0.763
H 3.05048 0.61108 0.48770 0.05 -0.17 -0.09 0.290
H 2.57700 -0.77989 1.45839 -0.11 -0.23 -0.26 0.262
H 1.82629 0.77837 1.69748 -0.03 -0.06 -0.06 0.235
H -1.89732 -1.73275 -0.69250 0.00 -0.06 0.01 0.111
H 0.29490 -0.05999 0.34256 -0.21 0.00 -0.44 0.153
H 0.64564 1.18852 -1.64808 -0.05 0.44 0.30 0.241
H 2.37242 0.73140 -1.50666 -0.06 0.31 -0.04 0.323
H 1.20661 -0.34890 -2.18021 -0.06 -0.19 0.05 0.258

(4)
16
Properties=species:S:1:pos:R:3:forces:R:3:mulliken_charge:R:1 method="wB97M-V/def2-TZVPD" e_homo_ev=-8.8 total_charge=0 e_tot_ha=-573.7193 homo_lumo_gap_ev=7.14
S 0.31422 2.67924 0.95192 2.53 -2.40 -0.79 -0.403
H 1.09499 3.69787 0.57639 0.23 -0.02 -0.07 0.183
C -0.40716 -0.15602 -0.96968 0.50 -1.22 0.12 -0.814
C -0.34744 -0.72714 0.45307 -0.04 -0.53 0.23 0.052
C 0.69156 -1.85454 0.58095 0.34 -0.06 0.19 -1.104
N -1.25566 0.97236 -1.15568 0.06 1.15 -0.08 -0.493
H 0.63756 0.10107 -1.24336 -0.43 -0.04 -0.24 0.311
H -0.74894 -0.96540 -1.64906 0.43 0.31 0.19 0.344
H -1.31994 -1.15486 0.72604 -0.06 0.27 -0.04 0.309
H -0.14192 0.09808 1.15887 -0.06 -0.54 -0.15 0.059
H 0.48196 -2.71734 -0.08568 -0.03 0.55 0.33 0.292
H 1.68764 -1.47666 0.30841 -0.11 -0.10 -0.02 0.258
H 0.79039 -2.24202 1.61460 -0.23 0.22 -0.51 0.339
H -0.85591 1.79980 -0.67194 -0.88 -0.93 -0.56 0.262
H 1.56460 1.18402 0.22343 -2.23 3.05 1.30 0.159
H -2.18594 0.76155 -0.81826 -0.02 0.28 0.09 0.246

(5)
16
Properties=species:S:1:pos:R:3:forces:R:3:mulliken_charge:R:1 method="wB97M-V/def2-TZVPD" e_homo_ev=-8.5 total_charge=0 smiles=CSC.CN e_tot_ha=-573.8048 homo_lumo_gap_ev=9.25
C -0.85953 1.55780 -4.05304 0.19 0.34 0.02 -0.641
N 0.31428 0.72082 -4.09669 0.41 -0.20 0.10 -0.481
H -1.84201 1.10374 -4.10051 -0.25 -0.65 -0.22 0.240
H -0.78493 2.26871 -4.87794 -0.21 0.29 0.26 0.232
H -0.85701 2.04989 -3.08311 0.10 0.51 -0.15 0.269
H 0.57543 0.35672 -3.19291 -0.10 -0.29 -0.24 0.199
H 0.34400 0.02274 -4.82575 -0.14 -0.01 0.24 0.181
C -0.37811 -0.12311 2.24994 -0.79 -0.34 0.37 -0.880
S -0.51593 -0.81335 3.91478 -0.20 -0.13 0.09 -0.074
C 1.07880 -1.67750 4.05312 -0.19 0.53 -0.11 -0.746
H 0.46987 0.53667 2.25222 0.26 0.28 -0.55 0.303
H -1.31135 0.39506 2.03902 0.09 0.48 0.32 0.295
H -0.39155 -0.89181 1.48685 0.67 -0.28 -0.07 0.307
H 1.48423 -1.74794 3.04338 0.05 -0.41 0.17 0.247
H 1.78177 -1.12113 4.66958 -0.02 0.09 0.00 0.263
H 0.89205 -2.63731 4.52106 0.14 -0.21 -0.22 0.286

(6)
15
Properties=species:S:1:pos:R:3:forces:R:3:lowdin_spin:R:1 method="wB97M-V/def2-TZVPD" e_homo_ev="-4.5 / -11.8" total_charge=0 e_tot_ha=-195.9446 homo_lumo_gap_ev="5.62 / 12.45" spin_multiplicity=2
O 2.07340 -0.01014 -0.82271 -1.29 0.99 2.88 0.333
H 2.17997 -0.07578 -1.79075 -0.06 -0.27 -2.26 0.175
H 2.32605 -0.88193 -0.38633 1.18 -1.15 0.14 0.177
H 1.10208 0.01162 -0.47443 1.06 0.46 -1.28 0.066
C -1.15215 1.01497 -0.32984 0.28 1.99 -3.12 0.031
C -0.47770 0.38826 0.85861 -0.36 1.11 -1.66 0.034
C -0.34356 -1.10401 0.68206 -1.55 -0.67 -1.37 0.063
H -0.53387 0.77393 -1.25933 -1.17 0.17 0.70 0.030
H -2.18781 0.78527 -0.49250 -0.46 -1.18 -0.10 0.000
H -1.29292 2.15315 -0.42204 1.02 -1.27 0.93 0.002
H 0.51441 0.87786 0.80507 -0.44 0.02 1.50 0.025
H -1.18933 0.68281 1.61841 0.93 -0.22 1.27 0.001
H 0.10788 -1.51913 -0.27572 -0.74 0.78 1.02 0.046
H -1.31306 -1.59317 0.82377 -0.17 0.18 -0.49 0.003
H 0.18660 -1.50369 1.46574 1.76 -0.94 1.82 0.014